Entry 1:
DFT (wB97M-V/def2-TZVPD) results for a structure of composition C19H20BrClF5N5O5PtS.

Molecular weight   835.9 g/mol
ΔE to the lowest compared entry with this formula, charge and spin   38.7 kJ/mol
LUMO energy (spin up / spin down)   0.1 / -3.2 eV
2S+1   5
Gap between HOMO and LUMO (spin up / spin down)   7.41 / 5.67 eV
E   -5436.92357 hartree

CARTESIAN COORDINATES (ANGSTROEM)
Pt1 0.35031 0.24425 -1.37167
C1 -2.83229 1.25165 2.14718
N1 -2.95156 -0.06569 1.53408
C2 -4.04668 -0.93804 1.92203
C3 -2.15636 -0.33796 0.46736
N2 -1.30401 0.50455 0.00819
N3 -2.34741 -1.58817 -0.10616
C4 -1.42475 -2.34487 -0.81913
N4 -1.61697 -3.69413 -0.59531
N5 -0.59864 -1.85165 -1.66008
H1 -3.44393 1.27280 3.04390
H2 -3.16562 2.04400 1.47129
H3 -1.80079 1.45489 2.43657
H4 -4.57764 -0.47493 2.74733
H5 -3.68598 -1.90686 2.27970
H6 -4.76424 -1.09117 1.11088
H7 -1.14280 1.36060 0.53238
H8 -3.00396 -2.17272 0.38107
H9 -1.60523 -3.91517 0.39310
H10 -0.95915 -4.27664 -1.09176
H11 0.03592 -2.55584 -2.01891
F1 2.62567 -1.61514 -3.28370
C5 2.72216 -1.48308 -1.96362
F2 2.78495 -2.67074 -1.37665
H12 3.45423 -0.75419 -1.62366
Cl1 5.43841 -2.14427 5.30886
C6 4.18184 -1.92537 4.12452
C7 4.18865 -0.79217 3.32858
C8 3.18992 -0.62556 2.38175
C9 2.19117 -1.58370 2.24455
C10 2.19509 -2.70835 3.06258
C11 3.19364 -2.88977 4.00360
C12 1.09621 -1.42317 1.23271
O1 0.10401 -2.15268 1.26128
O2 1.30077 -0.47498 0.38220
H13 4.96325 -0.04843 3.45250
H14 3.16917 0.26213 1.76379
H15 1.40510 -3.43847 2.95006
H16 3.21134 -3.76331 4.64035
Br1 -2.51715 3.08079 -6.63824
C13 -1.83179 2.22097 -5.10824
C14 -1.54114 0.86171 -5.17145
C15 -1.05103 0.23215 -4.04379
C16 -0.78639 0.96397 -2.87378
C17 -1.16293 2.31947 -2.81975
C18 -1.65282 2.95794 -3.94199
H17 -1.70694 0.31431 -6.08895
H18 -0.84989 -0.83088 -4.06895
H19 -1.02128 2.88355 -1.90601
H20 -1.89763 4.01077 -3.92076
F3 2.72947 4.86202 -0.52136
C19 1.56005 4.63113 0.07528
F4 0.58318 5.05014 -0.74090
F5 1.50473 5.35418 1.19491
S1 1.35833 2.84568 0.45298
O3 2.48340 2.50024 1.26939
O4 0.04434 2.77334 1.06528
O5 1.38168 2.28083 -0.91543

Entry 2:
DFT (wB97M-V/def2-TZVPD) results for a structure of composition C19H20CaF6NO6PS4Se2.

Molecular weight   829.6 g/mol
ΔE to the lowest compared entry with this formula, charge and spin   10.4 kJ/mol
LUMO energy   4.4 eV
Net charge   -2
Gap between HOMO and LUMO   6.33 eV
E   -9256.26947 hartree

CARTESIAN COORDINATES (ANGSTROEM)
Ca1 0.31001 -0.83277 0.28394
F1 3.90824 -3.95236 1.15470
C1 3.79081 -2.68408 0.74479
F2 2.97944 -2.04579 1.58395
F3 4.98987 -2.11868 0.78655
S1 3.12126 -2.63335 -0.99789
O1 2.28487 -1.44796 -1.01640
O2 4.27340 -2.69353 -1.83354
N1 2.26768 -3.95473 -1.13036
S2 0.74170 -3.83265 -0.75613
O3 -0.09575 -3.30789 -1.79423
O4 0.52741 -3.25077 0.56379
C2 0.32889 -5.62095 -0.61382
F4 -0.94214 -5.75287 -0.29164
F5 1.08351 -6.20743 0.31633
F6 0.55162 -6.22554 -1.78408
O5 -5.17987 -1.38136 3.04569
C3 -4.71147 -0.63213 1.93611
C4 -3.17841 -0.71501 1.71413
C5 -2.92300 -0.32378 0.24172
O6 -1.90482 -1.10071 -0.41266
C6 -2.50236 0.27838 2.67312
Se1 -0.55418 0.60596 2.51687
C7 -2.71381 -2.14608 1.98664
Se2 -3.59138 -3.48810 0.82613
H1 -5.08044 -2.30715 2.76526
H2 -5.00309 0.40701 2.11555
H3 -5.21275 -0.98709 1.03177
H4 -2.59748 0.71762 0.18080
H5 -3.83878 -0.44189 -0.34137
H6 -2.26558 -2.02827 -0.43160
H7 -2.69848 -0.04231 3.69705
H8 -2.97165 1.25712 2.54377
H9 -2.91196 -2.37829 3.03196
H10 -1.63271 -2.22007 1.86933
S3 4.59866 3.04851 -1.46774
P1 2.96312 2.44922 -0.52420
S4 3.08830 1.15220 0.97967
C8 1.98682 3.91374 0.01453
C9 2.03846 5.09384 -0.72442
C10 1.26133 6.18332 -0.36089
C11 0.42259 6.10273 0.74519
C12 0.36985 4.93141 1.48555
C13 1.15280 3.84107 1.12531
C14 1.79985 1.69500 -1.73605
C15 2.28105 1.14279 -2.91387
C16 1.43322 0.43455 -3.75723
C17 0.09040 0.29603 -3.44651
C18 -0.41206 0.88626 -2.29041
C19 0.44025 1.57372 -1.43427
H11 2.70864 5.14696 -1.57391
H12 1.31083 7.09856 -0.93993
H13 -0.18738 6.95337 1.02809
H14 -0.28458 4.85236 2.34520
H15 1.11038 2.92561 1.70334
H16 3.33394 1.25238 -3.14302
H17 1.83229 -0.02760 -4.65226
H18 -0.56769 -0.27274 -4.09113
H19 -1.46468 0.80104 -2.05632
H20 0.04502 2.01321 -0.52097

Entry 3:
DFT (wB97M-V/def2-TZVPD) results for a structure of composition C19H20Cl2N6PbS2Se2Te2.

Molecular weight   1087.8 g/mol
ΔE to the lowest compared entry with this formula, charge and spin   35.9 kJ/mol
LUMO energy   -0.6 eV
Gap between HOMO and LUMO   5.97 eV
E   -8313.15775 hartree

CARTESIAN COORDINATES (ANGSTROEM)
Pb1 0.82129 0.62495 0.79867
C1 -2.04014 -2.88938 -3.50691
C2 -2.00033 -1.37255 -3.37744
N1 -2.34687 -0.89984 -2.05116
C3 -1.54000 -0.91132 -0.96521
S1 0.14859 -1.24682 -1.17756
N2 -2.16969 -0.65875 0.17222
N3 -1.34508 -0.50082 1.23119
C4 -1.83311 -0.53660 2.41667
C5 -3.28124 -0.74879 2.71813
C6 -0.87491 -0.31694 3.52489
C7 -1.30406 -0.22013 4.84609
C8 -0.37219 -0.01169 5.84697
C9 0.96829 0.09967 5.51502
C10 1.31440 0.00687 4.17901
N4 0.42575 -0.20628 3.21385
H1 -1.77766 -3.19071 -4.52267
H2 -1.32864 -3.34547 -2.81843
H3 -3.03639 -3.27352 -3.28169
H4 -1.00806 -0.99804 -3.62841
H5 -2.70696 -0.91176 -4.07040
H6 -3.31636 -0.71879 -1.84049
H7 -3.80512 -1.01907 1.80746
H8 -3.41850 -1.53268 3.46491
H9 -3.71621 0.17485 3.10959
H10 -2.35549 -0.29096 5.08075
H11 -0.69222 0.07328 6.87729
H12 1.72799 0.26952 6.26430
H13 2.34553 0.10811 3.86029
Se1 -0.63854 2.90415 2.47831
Te1 -0.95488 4.91822 1.09700
Te2 0.82197 4.31014 -0.93780
Se2 2.73671 3.54132 0.28396
Cl1 2.22541 1.45990 -2.59299
C11 0.82817 1.48002 -3.60648
C12 0.96877 1.05052 -4.91532
C13 -0.11914 1.09486 -5.76966
C14 -1.33923 1.56361 -5.31504
C15 -1.46668 1.98384 -4.00165
Cl2 -3.02908 2.52559 -3.48543
C16 -0.38805 1.95783 -3.10765
S2 -0.66870 2.40306 -1.41954
H14 1.93034 0.68889 -5.25041
H15 -0.01587 0.76241 -6.79380
H16 -2.20094 1.60313 -5.96635
N5 5.28960 -0.66871 1.67221
C17 4.85660 -1.86097 2.20358
C18 3.51404 -1.88936 1.98713
N6 3.12396 -0.74141 1.33585
C19 4.21351 -0.03038 1.16381
H17 6.23521 -0.32999 1.65697
H18 5.52736 -2.56188 2.66688
H19 2.80496 -2.65761 2.24446
H20 4.26191 0.93651 0.68500

Entry 4:
DFT (wB97M-V/def2-TZVPD) results for the molecule C19H20ClN5 at a distorted geometry.

Molecular weight   353.9 g/mol
ΔE to the lowest compared entry with this formula, charge and spin   151.3 kJ/mol
SMILES   [H]/N=C(\C[C@H](c1ccc(Cl)cc1)c1ccccn1)NCCc1cnc[nH]1
LUMO energy   0.5 eV
Gap between HOMO and LUMO   9.03 eV
E   -1469.99001 hartree

CARTESIAN COORDINATES (ANGSTROEM)
Cl1 -5.88531 -3.37605 3.50432
N1 7.48175 -0.56637 -1.84923
N2 0.52612 0.73692 -1.32870
N3 -2.41479 1.01740 -1.20302
C1 6.92393 0.29697 -2.66914
C2 0.62790 -0.10506 -0.37229
C3 6.43263 -1.18555 -1.15045
C4 5.20837 -0.70781 -1.52946
C5 -2.98861 1.98927 -1.89841
C6 -2.15348 1.21040 0.12207
C7 -3.26107 3.22148 -1.36817
C8 -2.41016 2.42434 0.71504
C9 -2.92538 3.45062 -0.05578
C10 -3.65968 -1.79039 3.58638
C11 -4.70096 -1.96296 1.42879
C12 -2.64708 -0.97522 3.02274
C13 -3.70167 -1.18486 0.88356
C14 -4.68733 -2.29092 2.78775
C15 -2.64158 -0.72720 1.65405
N4 5.53311 0.17816 -2.54555
N5 1.84594 -0.36736 0.21337
C16 -0.61653 -0.78974 0.18847
C17 3.85179 -1.08521 -0.96619
C18 -1.57146 0.11916 1.01082
C19 3.13334 0.09252 -0.28918
H1 -0.47275 0.83705 -1.63592
H2 7.43081 0.91653 -3.44952
H3 6.60692 -1.88472 -0.34436
H4 -3.27412 1.78060 -2.94461
H5 -3.78000 3.95848 -1.94084
H6 -2.16423 2.61438 1.75290
H7 -3.07481 4.44815 0.38967
H8 -3.60860 -2.03169 4.62714
H9 -5.49688 -2.36243 0.78909
H10 -1.89223 -0.49492 3.64949
H11 -3.75546 -0.88868 -0.16908
H12 4.88152 0.77949 -3.04620
H13 1.81367 -1.02518 1.00789
H14 -0.32411 -1.61747 0.80623
H15 -1.15579 -1.20693 -0.63957
H16 3.19865 -1.49093 -1.75267
H17 3.96461 -1.87555 -0.24124
H18 -0.95780 0.51456 1.88441
H19 3.74088 0.55382 0.47302
H20 3.01991 0.85291 -1.10762

> Which formula does entry 2 have?

C19H20CaF6NO6PS4Se2

> What is the ΔE to the lowest compared entry with this formula, charge and spin in the first record?

38.7 kJ/mol

> Which formula does entry 4 have?

C19H20ClN5

> Among the records above, which one has the highest E?

C19H20ClN5